C3H8NO2 | ωB97M-V with the def2-TZVPD basis set

```
14
Properties=species:S:1:pos:R:3:forces:R:3
C 0.147284 -1.713363 0.503616 -0.476 2.811 -2.482
C 0.987273 1.312233 -0.856641 2.255 4.109 0.596
C -0.875583 -0.659188 -0.061075 0.595 -0.305 -1.924
N -1.315174 0.263312 0.815099 0.773 -0.569 1.556
O -2.179045 1.266487 0.669258 0.018 0.050 -0.661
O -1.035821 -0.671313 -1.337865 -0.736 -0.213 2.543
H -0.176659 -2.669628 0.181762 0.079 -0.919 -0.335
H 0.126146 -1.589468 1.511817 0.175 -0.240 3.230
H 1.137672 -1.369891 0.135253 -0.504 -0.719 -0.034
H 1.603062 0.737839 -1.455488 1.023 -1.580 -1.056
H 0.028761 1.030062 -0.771383 -3.034 -0.681 -0.706
H 1.309357 1.356127 0.170292 0.744 0.004 0.432
H -0.820119 0.343146 1.753537 -0.693 -0.889 -1.568
H 1.062845 2.363649 -1.258179 -0.220 -0.858 0.410
```
Forces are in eV/Å.

**Energy**: -8823.96511 eV
**F_max**: 0.0919 Eh/bohr
**Gap between HOMO and LUMO**: 6.46 eV
**Charge**: -1
**HOMO**: -0.083 Ha
**2S+1**: 1
**Energy above the lowest of the compared OMol25 structures with the same formula, charge and spin**: 369.26 kJ/mol